{"formula": "C5H7NO", "method": "wB97M-V/def2-TZVPD", "elements": ["C", "C", "C", "C", "N", "O", "C", "H", "H", "H", "H", "H", "H", "H"], "coordinates": [[-1.5688, -0.5340, -0.1002], [-0.5310, 0.4897, -0.4492], [0.4551, 0.0728, -1.2687], [1.4757, -0.1370, -0.2391], [1.8786, -1.3138, -0.0003], [1.4470, 0.8864, 0.6819], [0.0868, 1.3463, 0.6431], [-2.3021, -0.2446, 0.6567], [-2.0333, -1.0113, -0.9659], [-0.8936, -1.3086, 0.3422], [0.3165, -0.6845, -2.0315], [2.1333, -1.3923, 0.9841], [-0.3731, 1.2030, 1.6284], [0.0708, 2.4125, 0.3925]], "forces_ev_per_angstrom": [[-0.2, -0.1, 0.0], [0.0, -0.2, 0.1], [-0.1, -0.3, 0.1], [0.1, -0.3, 0.1], [0.5, 0.4, -0.1], [0.2, 0.0, 0.1], [-0.2, 0.1, 0.0], [0.0, 0.1, -0.3], [-0.1, 0.2, 0.1], [-0.7, 0.2, 0.0], [0.0, 0.1, 0.1], [0.4, 0.1, -0.1], [0.1, -0.1, -0.2], [-0.1, -0.1, 0.1]], "lowdin_charge": [-0.033, -0.235, 0.016, -0.478, 0.162, -0.027, -0.121, 0.079, 0.088, 0.105, 0.120, 0.066, 0.130, 0.128], "smiles": "[H]/N=C1/C=C(C)CO1", "lumo_energy_ev": 0.3, "de_lowest_kj_mol": 288.46, "total_charge": 0, "homo_energy_ev": -9.04}